[1]
{"formula": "C44H34F3InN3O3P", "method": "ωB97M-V/def2-TZVPD", "symbols": ["In", "C", "C", "N", "C", "C", "C", "C", "C", "C", "C", "N", "C", "C", "C", "C", "C", "C", "C", "C", "N", "C", "H", "H", "H", "H", "H", "H", "H", "H", "H", "H", "H", "H", "C", "C", "C", "C", "C", "C", "P", "C", "C", "C", "C", "C", "C", "C", "C", "C", "C", "C", "C", "C", "C", "C", "C", "H", "H", "H", "H", "H", "H", "H", "H", "H", "H", "H", "H", "H", "H", "H", "H", "F", "C", "F", "F", "C", "O", "O", "C", "C", "O", "H", "H", "H", "H", "H", "H"], "coordinates": [[0.57810, 0.24251, -0.44053], [3.51259, 1.63151, 2.88834], [2.73797, 0.84040, 2.02443], [2.23921, 1.31000, 0.90651], [2.45354, 2.59487, 0.54000], [3.16313, 3.47782, 1.37609], [3.70628, 2.94503, 2.56523], [3.28355, 4.84234, 1.01531], [2.67336, 5.26163, -0.12553], [1.98177, 4.37521, -0.98490], [1.89720, 3.01756, -0.73029], [1.33847, 2.02027, -1.49606], [1.17490, 2.03597, -2.86670], [1.27467, 3.09940, -3.74629], [1.19310, 2.93091, -5.14875], [0.99611, 1.71625, -5.72600], [0.84455, 0.58970, -4.88155], [0.63330, -0.71489, -5.37712], [0.49706, -1.77277, -4.52353], [0.54400, -1.52062, -3.14598], [0.72801, -0.31608, -2.66455], [0.90482, 0.74913, -3.48489], [3.91769, 1.20413, 3.79552], [2.51909, -0.19720, 2.25286], [4.27476, 3.59859, 3.21783], [3.82776, 5.52524, 1.65530], [2.71041, 6.30944, -0.39765], [1.47683, 4.80954, -1.82495], [1.41893, 4.09881, -3.39061], [1.29660, 3.80987, -5.77286], [0.95052, 1.59453, -6.80062], [0.58431, -0.86154, -6.44977], [0.34240, -2.77964, -4.88523], [0.42166, -2.31622, -2.41816], [-4.76255, -4.65990, -1.06848], [-4.76870, -4.25695, 0.25955], [-3.76611, -3.42639, 0.74367], [-2.74541, -2.99151, -0.09791], [-2.75931, -3.38642, -1.43542], [-3.75464, -4.22272, -1.91764], [-1.36394, -1.91827, 0.43071], [-2.00197, -1.19168, 1.98342], [-1.40479, -1.37585, 3.22516], [-1.88603, -0.70327, 4.34473], [-2.96948, 0.15480, 4.23256], [-3.57136, 0.34661, 2.99232], [-3.08739, -0.31697, 1.87624], [-0.10526, -3.11608, 0.97898], [-0.44877, -4.30130, 1.57251], [0.52420, -5.26344, 1.91100], [1.83197, -5.03096, 1.61001], [2.23266, -3.82771, 0.97622], [3.58955, -3.62833, 0.62471], [3.98062, -2.47967, 0.00803], [3.03143, -1.46299, -0.24448], [1.70109, -1.58766, 0.08376], [1.26932, -2.82089, 0.67882], [-5.54886, -5.30236, -1.44414], [-5.55726, -4.58834, 0.92378], [-3.78318, -3.11604, 1.78158], [-1.99086, -3.02114, -2.10803], [-3.75358, -4.51902, -2.95900], [-0.55826, -2.04517, 3.32392], [-1.41217, -0.85585, 5.30682], [-3.34630, 0.67349, 5.10566], [-4.41380, 1.02011, 2.89375], [-3.54812, -0.14979, 0.90743], [-1.49224, -4.51898, 1.76900], [0.22461, -6.18752, 2.38911], [2.58958, -5.77129, 1.84085], [4.30565, -4.41199, 0.84651], [5.01556, -2.33675, -0.27867], [3.38898, -0.54527, -0.70392], [-1.10785, 3.58420, -1.03818], [-2.32705, 3.02971, -1.05224], [-2.77611, 3.05007, 0.23832], [-3.12111, 3.81965, -1.76034], [-2.33898, 1.55995, -1.53864], [-3.23207, 1.24524, -2.29134], [-1.45656, 0.79061, -1.00683], [-0.48136, 3.80256, 2.22277], [-0.32657, 2.33900, 2.59056], [-0.49735, 1.46010, 1.46802], [-0.13316, 4.42935, 3.04770], [-1.52428, 4.05204, 2.02200], [0.10305, 4.04634, 1.33524], [-1.04756, 2.05340, 3.36003], [0.66727, 2.13754, 2.98389], [-1.38184, 1.59202, 1.10098]], "forces_ev_per_a": [[0.150, 0.001, -0.027], [-0.039, -0.031, 0.032], [0.018, 0.093, -0.032], [0.196, 0.017, 0.072], [-0.144, -0.162, -0.045], [0.001, 0.061, 0.072], [0.041, 0.059, 0.010], [0.032, -0.061, 0.063], [-0.087, -0.027, -0.123], [0.048, 0.078, 0.096], [-0.094, -0.053, -0.093], [0.065, -0.016, -0.069], [-0.050, -0.022, 0.185], [-0.018, -0.035, -0.127], [0.022, 0.054, 0.114], [0.015, -0.084, -0.001], [-0.046, 0.000, -0.062], [0.006, 0.023, -0.057], [-0.024, -0.022, 0.002], [-0.061, 0.074, -0.014], [0.089, 0.040, -0.106], [-0.037, -0.025, 0.251], [-0.002, 0.003, -0.022], [0.003, 0.003, 0.002], [-0.018, -0.014, -0.013], [-0.008, -0.021, -0.002], [-0.010, -0.012, -0.019], [-0.021, 0.040, -0.042], [0.078, 0.048, -0.022], [-0.003, 0.011, 0.019], [-0.018, -0.002, 0.019], [0.002, 0.004, 0.004], [0.003, 0.007, 0.003], [0.028, -0.018, 0.010], [0.018, 0.027, 0.000], [0.025, 0.014, 0.012], [-0.025, -0.052, 0.006], [0.015, 0.033, -0.078], [-0.013, 0.006, -0.016], [-0.001, -0.001, 0.033], [-0.080, 0.029, 0.180], [-0.019, -0.069, -0.025], [0.007, 0.016, 0.019], [-0.028, -0.001, -0.038], [0.003, -0.037, -0.003], [0.021, -0.008, -0.005], [-0.009, 0.017, 0.010], [0.091, 0.098, -0.024], [-0.005, -0.082, 0.009], [-0.054, 0.004, 0.016], [0.028, 0.042, -0.040], [-0.023, 0.018, -0.002], [0.011, -0.050, 0.033], [-0.032, 0.069, -0.028], [-0.049, -0.071, 0.019], [-0.105, -0.081, 0.140], [0.035, 0.066, -0.076], [0.012, 0.003, 0.005], [0.008, 0.006, -0.010], [0.004, 0.012, -0.010], [-0.018, 0.007, 0.010], [0.001, 0.007, 0.013], [-0.016, 0.004, -0.007], [-0.005, -0.001, -0.013], [0.011, -0.005, -0.019], [0.004, -0.012, 0.000], [-0.005, -0.011, 0.002], [0.009, 0.009, 0.006], [-0.003, 0.012, -0.009], [0.008, 0.012, -0.006], [-0.020, 0.012, 0.003], [-0.014, 0.017, -0.001], [0.005, -0.005, -0.001], [0.067, 0.006, -0.016], [0.055, 0.014, 0.112], [-0.070, 0.005, -0.025], [-0.053, 0.034, 0.003], [0.093, -0.554, -0.075], [0.026, 0.013, -0.111], [-0.205, 0.473, 0.048], [-0.018, 0.026, 0.041], [-0.003, -0.015, 0.019], [0.008, 0.080, -0.152], [-0.021, -0.036, -0.015], [0.080, -0.003, 0.014], [0.054, -0.004, 0.004], [0.016, -0.019, 0.021], [0.074, -0.018, -0.047], [-0.011, -0.063, -0.001]], "e_above_lowest_kj_mol": 32.54, "fmax_ev_per_a": 0.57, "homo_ev": -7.09, "energy_ev": -79410.8317, "orbital_gap_ev": 7.04}

***

[2]
{"formula": "C3H3BrO2", "method": "ωB97M-V/def2-TZVPD", "symbols": ["C", "C", "C", "O", "O", "Br", "H", "H", "H"], "coordinates": [[-0.12254, 0.11934, -0.69544], [-0.56864, 1.06235, 0.60308], [0.76848, -0.96445, -0.15606], [-0.59638, 0.28307, -1.77480], [0.05486, 1.31614, 1.59995], [-2.45725, 1.55201, 0.26316], [0.16312, -1.51522, 0.57740], [1.46266, -0.34190, 0.46870], [1.29569, -1.51133, -0.88599]], "forces_ev_per_a": [[-0.475, -0.094, 1.022], [0.528, -0.010, 0.398], [-0.037, 2.345, 1.442], [0.458, 0.140, 0.516], [-1.401, -0.531, -2.335], [0.493, 0.172, 0.471], [0.272, -0.248, -0.384], [-0.126, -0.924, -0.368], [0.288, -0.851, -0.763]], "e_above_lowest_kj_mol": 0.00, "fmax_ev_per_a": 2.77, "homo_ev": -10.03, "energy_ev": -77296.2640, "orbital_gap_ev": 9.54, "smiles": "CC(=O)C(=O)Br"}

***

[3]
{"formula": "C2H2FLiNdO", "method": "ωB97M-V/def2-TZVPD", "symbols": ["H", "C", "C", "O", "Li", "Nd", "F", "H"], "coordinates": [[-0.13019, 1.60704, -0.92510], [-0.22071, -1.09846, -0.13645], [-0.71729, 0.13252, -0.21675], [0.25650, 1.12787, -0.08096], [-2.33440, 0.82789, 1.01083], [2.66772, 0.68560, 0.34565], [1.20184, -1.24879, -0.08270], [-0.72346, -2.03367, 0.08548]], "forces_ev_per_a": [[1.685, -0.073, 2.346], [-1.059, 0.517, 0.446], [-1.618, -2.715, 1.762], [0.541, 2.783, -3.557], [-0.201, -0.287, -0.418], [-0.422, -0.375, -0.190], [0.800, 0.092, 0.169], [0.273, 0.058, -0.557]], "e_above_lowest_kj_mol": 221.87, "s2": 6.003, "total_charge": 2, "fmax_ev_per_a": 4.55, "homo_ev": [-16.61, -16.64], "energy_ev": -22334.0226, "spin_multiplicity": 5, "orbital_gap_ev": [7.80, 7.92]}